Entry 1:
DFT (the ωB97M-V functional and the def2-TZVPD basis) results for C25H19LiOPSe as an isolated structure.

```
48
Properties=species:S:1:pos:R:3:forces:R:3
Se 2.99530 0.88287 -0.23877 -0.65 0.16 0.45
P -1.69904 0.31590 0.15713 3.49 -3.22 0.44
O 0.11097 -1.77689 0.80838 2.95 -0.45 0.23
C -2.28171 -1.97721 0.12734 2.43 3.27 -0.02
C 6.96104 -0.31924 0.19802 -0.07 0.32 0.90
C -0.41711 1.12411 3.86104 1.29 -0.58 -1.68
C -0.97980 -1.34280 0.31176 -2.66 0.24 0.07
C -2.22842 2.17939 2.05251 -0.66 -0.68 0.97
C -4.27116 -3.14517 -0.37357 -0.67 -0.83 0.49
C 5.76042 0.37226 0.37177 0.09 -0.69 -0.80
C -3.08167 -0.80792 0.04069 -2.89 1.41 -0.46
C 4.60825 -1.41941 -0.74514 0.32 -0.73 0.62
C -4.43779 -0.77503 -0.15122 0.99 0.50 -0.23
C -1.65878 2.86564 -2.89794 1.32 -1.55 -1.37
C -0.75837 0.76860 -3.74145 0.33 0.52 -0.51
C -1.29182 1.24602 1.62991 -0.13 0.98 -0.87
C -2.38236 2.41758 3.41011 0.17 0.05 -0.18
C -5.06944 -2.01415 -0.34433 -1.09 -1.52 -0.34
C -0.59798 0.29503 -2.41319 -0.43 -0.05 -1.29
C -1.12848 1.04089 -1.37717 -0.27 1.78 -0.37
C -1.49433 1.85193 4.30991 -0.12 0.19 0.31
C 4.55903 -0.16007 -0.11377 0.50 -0.53 -1.06
C 6.97082 -1.60203 -0.31300 0.21 -0.47 -0.17
C -1.28718 2.05313 -4.00449 -0.21 -0.43 0.77
C -1.46272 2.39132 -1.63952 -0.86 -0.84 1.42
C -0.25065 0.86520 2.47250 -0.09 -0.38 1.13
C 5.80423 -2.15238 -0.80115 -0.95 -0.42 0.12
C -2.90383 -3.15857 -0.14102 0.70 -2.87 -0.38
Li 1.83058 -1.07098 0.72167 -0.72 -0.22 -0.26
H -2.09959 3.80085 -3.03724 -0.38 1.49 -0.32
H 5.80429 -3.20210 -1.14499 -0.08 0.71 0.02
H 0.60585 0.31320 2.05895 -0.71 0.19 0.58
H -5.00340 0.13950 -0.20246 0.01 0.31 0.01
H -2.94800 2.53881 1.34231 -0.39 0.21 -0.11
H 0.31559 0.69654 4.54645 -0.17 0.29 -0.09
H -6.15077 -2.16461 -0.51722 0.69 0.49 0.26
H -0.46801 0.10274 -4.59338 -0.11 0.77 0.91
H 3.68067 -1.90373 -1.07167 0.33 0.36 -0.17
H 7.90807 0.07088 0.56326 -0.20 0.24 0.02
H 5.67456 1.35093 0.78341 0.41 0.58 0.37
H -0.08508 -0.64549 -2.26105 -0.46 -0.20 0.25
H -1.71493 2.99924 -0.76626 -0.12 -0.01 -0.32
H -1.42982 2.45474 -5.02223 0.09 -0.53 0.56
H -2.28986 -4.08931 -0.26958 -0.84 0.86 0.34
H -1.60601 1.99209 5.37486 -0.20 0.06 0.09
H -3.23395 2.96299 3.75971 -0.24 0.46 0.18
H 7.85762 -2.22744 -0.26866 0.11 0.29 -0.18
H -4.73523 -4.13787 -0.45126 -0.06 0.46 -0.34
```
Forces are in eV/Å.

Values from the calculation:
**Charge**: -1
**Orbital gap (alpha / beta)**: 4.00 / 4.00 eV
**LUMO (alpha / beta)**: 2.607 / 2.608 eV
**HOMO (alpha / beta)**: -0.051 / -0.051 Ha

Entry 2:
DFT (the ωB97M-V functional and the def2-TZVPD basis) results for one molecule with the formula C3H7BO.

```
12
Properties=species:S:1:pos:R:3:forces:R:3
O -2.84700 -0.22317 -0.09897 1.30 -0.66 0.45
C -0.44507 -0.16334 -0.43918 -1.22 5.81 -0.85
C -1.73080 -0.64360 0.14170 0.33 -0.86 0.15
C 0.78243 -0.83777 -0.00708 0.39 -3.64 0.18
B -0.44180 1.67188 -0.04040 0.25 -3.83 -0.70
H -1.15960 2.00400 0.78017 -0.79 0.51 0.82
H -1.45744 -1.51778 0.88246 -1.18 1.06 -0.64
H -0.47776 0.02055 -1.55879 -0.22 -0.69 1.08
H 0.30049 2.36185 -0.59875 0.49 0.38 -0.43
H 0.97942 -0.87651 1.07806 -0.41 0.34 -0.26
H 1.72774 -0.42737 -0.45122 -1.00 -0.93 -0.08
H 0.44585 -2.00930 -0.24106 2.06 2.51 0.27
```
Forces are in eV/Å.

Values from the calculation:
**ΔE to the lowest compared entry with this formula, charge and spin**: 57.9 kcal/mol
**Orbital gap**: 9.45 eV
**LUMO**: -0.208 eV
**HOMO**: -0.355 Ha
**SMILES string**: B[C@@H](C)C=O

Entry 3:
DFT (the ωB97M-V functional and the def2-TZVPD basis) results for one molecule with the formula C3H6OS.

```
11
Properties=species:S:1:pos:R:3:forces:R:3
S -2.71457 -0.26034 -0.18297 -0.76 0.28 -0.03
O -0.92438 1.66622 -0.02979 1.14 -0.55 0.31
C -1.27829 0.38520 0.11435 0.90 -0.79 -0.17
C 1.10477 -0.27775 -0.43407 -0.61 -0.54 -0.86
C -0.07954 -0.48665 0.50807 -0.59 -0.82 1.07
H -0.45298 -1.52811 0.44475 0.45 0.59 0.15
H 1.46176 0.76785 -0.41796 -0.13 -0.37 -0.64
H 0.70223 -0.67850 -1.41119 0.74 1.20 0.53
H 0.12177 -0.27577 1.59005 0.11 -0.10 -0.77
H 2.00040 -0.86807 -0.26764 -0.11 -0.23 0.63
H 0.05882 1.55592 0.08640 -1.14 1.32 -0.21
```
Forces are in eV/Å.

Values from the calculation:
**ΔE to the lowest compared entry with this formula, charge and spin**: 16.8 kcal/mol
**Orbital gap**: 9.26 eV
**LUMO**: 0.542 eV
**HOMO**: -0.320 Ha
**SMILES string**: CCC(O)=S

Entry 4:
DFT (the ωB97M-V functional and the def2-TZVPD basis) results for C3H5LiO4Tb as an isolated structure.

```
14
Properties=species:S:1:pos:R:3:forces:R:3
Tb 0.36856 1.31754 -4.62534 0.59 -0.05 -0.55
O -0.76429 -2.69996 2.98055 1.69 -1.24 -0.74
O -0.93642 1.30220 -2.44727 -0.98 0.05 0.23
O 1.09978 0.50833 -2.36726 -0.48 -0.31 0.47
O -0.19863 0.55206 -0.48229 -0.20 -0.98 0.92
C 0.75262 0.10363 0.26364 0.15 1.74 0.04
C 0.01729 0.76190 -1.84381 1.50 0.99 -1.72
C 0.45256 -0.35174 1.59239 1.86 0.17 -0.50
Li -2.64759 2.01300 -1.94780 -0.56 0.24 0.10
H 1.32215 -0.12494 2.23901 -0.06 -0.06 -0.17
H -1.53925 -2.30115 3.42082 -2.01 0.69 1.37
H -0.42464 0.14453 2.02645 -0.43 -1.12 -0.17
H 1.77814 0.22174 -0.10939 -0.05 -0.68 -0.21
H 0.71972 -1.44714 1.30030 -1.03 0.55 0.94
```
Forces are in eV/Å.

Values from the calculation:
**⟨S²⟩**: 16.776
**Spin multiplicity**: 8
**Charge**: +4
**Orbital gap (alpha / beta)**: 10.66 / 2.10 eV
**LUMO (alpha / beta)**: -15.789 / -21.061 eV
**HOMO (alpha / beta)**: -0.972 / -0.851 Ha

Entry 5:
DFT (the ωB97M-V functional and the def2-TZVPD basis) results for a 2-piece molecular cluster, C2H2FN overall.

```
6
Properties=species:S:1:pos:R:3:forces:R:3
F 0.48153 -1.67617 -0.22081 -0.12 -0.32 -0.77
N -1.96609 0.73283 -0.07784 -0.63 0.36 -0.15
C 0.30851 -0.43553 0.20787 -2.24 -0.82 -0.71
C -0.97555 0.16273 0.03863 1.39 -0.60 -0.06
H 1.34327 1.53322 -1.04189 0.20 0.39 -0.23
H 0.80834 -0.31708 1.09404 1.40 0.98 1.92
```
Forces are in eV/Å.

Values from the calculation:
**ΔE to the lowest compared entry with this formula, charge and spin**: 0.0 kcal/mol
**⟨S²⟩**: 2.012
**Spin multiplicity**: 3
**Orbital gap (alpha / beta)**: 10.34 / 11.10 eV
**LUMO (alpha / beta)**: 0.802 / -1.837 eV
**HOMO (alpha / beta)**: -0.351 / -0.475 Ha

Entry 6:
DFT (the ωB97M-V functional and the def2-TZVPD basis) results for a 2-piece molecular cluster, C3H9NS2 overall.

```
15
Properties=species:S:1:pos:R:3:forces:R:3
S 1.34386 -0.58548 -2.43984 -1.20 1.07 -1.06
S -0.71329 -0.47252 -2.91148 0.13 -0.31 0.65
N -0.29318 -0.11736 3.26909 0.24 -0.37 0.62
C 0.30901 1.27123 5.20877 0.21 1.18 -1.51
C 0.00997 0.12718 4.62616 -0.64 -1.11 -0.10
C -1.28586 0.72640 -1.65858 1.17 0.10 -0.22
H -0.84027 0.43395 -0.69391 -1.09 -0.34 -0.12
H 0.11014 0.43765 2.53427 0.18 0.43 0.21
H 0.36519 1.49430 6.24996 0.14 -0.37 0.45
H 0.46202 2.10741 4.51129 -0.08 -0.05 0.52
H -0.15157 -0.79633 5.19178 0.03 0.40 0.11
H -0.86667 1.74508 -1.77099 -0.47 -0.41 -0.64
H -0.16142 -1.09440 3.07337 -0.07 -0.10 -0.30
H 1.28320 0.51011 -3.25438 1.32 -0.39 0.53
H -2.36518 0.67549 -1.83875 0.15 0.29 0.87
```
Forces are in eV/Å.

Values from the calculation:
**ΔE to the lowest compared entry with this formula, charge and spin**: 34.9 kcal/mol
**Orbital gap**: 8.83 eV
**LUMO**: 0.332 eV
**HOMO**: -0.312 Ha
**SMILES string**: C=CN.CSS

Number 1: F_max 4.77 eV Å⁻¹, electronic energy -3789.561302 a.u., molar mass 452.3 g/mol. Number 2: F_max 6.00 eV Å⁻¹, electronic energy -218.491317 a.u., molar mass 69.9 g/mol. Number 3: F_max 1.76 eV Å⁻¹, electronic energy -591.306262 a.u., molar mass 90.1 g/mol. Number 4: F_max 2.53 eV Å⁻¹, electronic energy -1248.325182 a.u., molar mass 270.9 g/mol. Number 5: F_max 2.57 eV Å⁻¹, electronic energy -231.829237 a.u., molar mass 59.0 g/mol. Number 6: F_max 1.93 eV Å⁻¹, electronic energy -970.776036 a.u., molar mass 123.2 g/mol.